# C34H57F3FeN2O2Si

A structure of composition C34H57F3FeN2O2Si (ωB97M-V/def2-TZVPD, OMol25).

Properties
* total charge: +1
* relative energy (zero: lowest compared OMol25 entry of this formula, charge and spin): 5.89 kcal per mole
* highest occupied orbital energy (spin up / spin down): -11.39 / -11.39 eV
* max |F|: 2.534 eV/A
* 2S+1: 6
* E_tot: -3442.2515 a.u.

Atoms and positions in Å:
1 O -0.236 1.920 -0.760
2 O 2.748 1.514 -2.822
3 C -1.273 2.796 -1.212
4 C -2.187 3.325 -0.120
5 H -1.846 2.211 -1.946
6 H -0.802 3.635 -1.767
7 H -2.453 2.523 0.584
8 H -3.106 3.714 -0.566
9 H -1.700 4.135 0.437
10 C 0.372 2.283 0.495
11 C 1.384 3.408 0.351
12 H 0.850 1.356 0.847
13 H -0.401 2.577 1.240
14 H 2.156 3.139 -0.387
15 H 1.871 3.608 1.312
16 H 0.886 4.342 0.052
17 C 3.958 0.752 -2.724
18 C 2.809 2.726 -3.580
19 C 4.567 0.827 -1.337
20 H 4.685 1.094 -3.480
21 H 3.708 -0.297 -2.951
22 H 4.810 1.860 -1.055
23 H 5.489 0.235 -1.354
24 H 3.886 0.411 -0.582
25 C 3.812 3.698 -2.992
26 H 1.788 3.134 -3.561
27 H 3.055 2.504 -4.634
28 H 3.618 3.873 -1.927
29 H 3.736 4.649 -3.520
30 H 4.834 3.314 -3.095
31 H 0.716 0.764 -2.366
32 N -2.204 -0.604 2.941
33 C -2.429 -1.624 3.803
34 C -1.820 -2.870 3.663
35 C -0.906 -3.225 2.664
36 C -3.302 -1.346 4.989
37 H -4.183 -0.752 4.708
38 H -2.747 -0.795 5.766
39 H -3.641 -2.293 5.423
40 C -0.173 -4.532 2.775
41 H 0.920 -4.411 2.823
42 H -0.401 -5.225 1.952
43 H -0.480 -5.022 3.706
44 N -0.652 -2.415 1.619
45 C -2.443 0.735 3.409
46 C -3.644 1.401 3.102
47 C -4.753 0.725 2.369
48 C -3.782 2.743 3.470
49 H -4.693 3.282 3.187
50 C -2.771 3.378 4.195
51 H -2.891 4.429 4.465
52 C -1.625 2.679 4.582
53 H -0.839 3.188 5.149
54 C -1.472 1.334 4.239
55 C -0.311 0.553 4.764
56 C 0.494 -2.627 0.772
57 C 0.396 -3.454 -0.363
58 C -0.902 -4.061 -0.772
59 C 1.553 -3.734 -1.095
60 H 1.476 -4.430 -1.935
61 C 2.777 -3.152 -0.753
62 H 3.682 -3.387 -1.325
63 C 2.856 -2.300 0.355
64 H 3.808 -1.859 0.668
65 C 1.724 -2.036 1.128
66 C 1.828 -1.136 2.318
67 Fe -1.609 -0.911 1.246
68 H -4.694 0.966 1.304
69 H -5.723 1.095 2.724
70 H -4.758 -0.365 2.466
71 H 0.142 -0.072 3.986
72 H -0.577 -0.114 5.598
73 H 0.461 1.240 5.129
74 H -0.782 -4.558 -1.740
75 H -1.691 -3.310 -0.889
76 H -1.251 -4.814 -0.056
77 H 1.392 -1.586 3.219
78 H 1.325 -0.175 2.134
79 H 2.878 -0.907 2.540
80 H -1.980 -3.589 4.461
81 C 0.640 -0.329 -2.596
82 Si 0.589 -0.724 -4.443
83 H 1.486 -0.813 -2.085
84 H -0.271 -0.675 -2.121
85 C -0.221 0.692 -5.374
86 C -0.391 -2.278 -4.851
87 C 2.288 -0.928 -5.221
88 H 2.188 -0.847 -6.314
89 H 2.717 -1.913 -4.991
90 H 3.004 -0.160 -4.900
91 H -1.285 0.778 -5.117
92 H -0.144 0.495 -6.452
93 H 0.264 1.654 -5.165
94 H -1.270 -2.401 -4.203
95 H 0.225 -3.183 -4.762
96 H -0.751 -2.228 -5.891
97 F -2.202 -0.935 -1.636
98 C -2.835 -0.812 -0.407
99 F -3.574 0.364 -0.538
100 F -3.777 -1.842 -0.392

These are the Löwdin partial charges, in e, on atoms 1 to 6: O -0.21; O -0.23; C -0.25; C -0.08; H 0.12; H 0.12

# C34H57N3O2PmSi

A structure of composition C34H57N3O2PmSi (ωB97M-V/def2-TZVPD, OMol25).

Properties
* total charge: +1
* relative energy (zero: lowest compared OMol25 entry of this formula, charge and spin): 12.90 kcal per mole
* highest occupied orbital energy (spin up / spin down): -10.94 / -10.95 eV
* max |F|: 2.708 eV/A
* 2S+1: 5
* E_tot: -2542.2070 a.u.

Atoms and positions in Å:
1 O 0.766 1.392 -0.637
2 O 1.421 -1.646 -3.325
3 C 0.698 2.426 -1.705
4 C 1.350 3.722 -1.284
5 H -0.371 2.537 -1.906
6 H 1.167 1.997 -2.595
7 H 0.976 4.089 -0.318
8 H 1.140 4.486 -2.042
9 H 2.441 3.612 -1.223
10 C 2.094 1.023 -0.134
11 C 3.105 0.804 -1.239
12 H 1.929 0.089 0.425
13 H 2.395 1.801 0.583
14 H 2.761 0.064 -1.973
15 H 4.023 0.418 -0.786
16 H 3.369 1.727 -1.764
17 C 1.486 -3.070 -3.089
18 C 2.075 -1.223 -4.538
19 C 2.426 -3.431 -1.958
20 H 1.781 -3.599 -4.017
21 H 0.476 -3.408 -2.809
22 H 3.440 -3.053 -2.139
23 H 2.458 -4.524 -1.892
24 H 2.052 -3.047 -1.001
25 C 3.567 -1.491 -4.535
26 H 1.870 -0.147 -4.625
27 H 1.612 -1.726 -5.408
28 H 4.047 -1.124 -3.619
29 H 4.007 -0.978 -5.395
30 H 3.772 -2.562 -4.644
31 H -0.085 -0.190 -2.290
32 N -0.413 1.870 3.071
33 C -1.067 1.644 4.234
34 C -1.874 0.514 4.434
35 C -1.889 -0.670 3.683
36 C -0.935 2.632 5.371
37 H -1.074 3.663 5.030
38 H 0.023 2.560 5.907
39 H -1.712 2.425 6.115
40 C -2.503 -1.897 4.297
41 H -1.840 -2.766 4.223
42 H -3.458 -2.153 3.821
43 H -2.697 -1.708 5.358
44 N -1.357 -0.745 2.449
45 C 0.663 2.814 2.997
46 C 0.437 4.075 2.421
47 C -0.925 4.450 1.921
48 C 1.496 4.982 2.354
49 H 1.315 5.961 1.914
50 C 2.758 4.642 2.835
51 H 3.568 5.370 2.771
52 C 2.971 3.400 3.424
53 H 3.951 3.139 3.824
54 C 1.931 2.475 3.507
55 C 2.124 1.157 4.168
56 C -1.365 -1.935 1.641
57 C -2.508 -2.256 0.870
58 C -3.715 -1.366 0.863
59 C -2.462 -3.381 0.049
60 H -3.344 -3.635 -0.549
61 C -1.323 -4.171 -0.007
62 H -1.300 -5.052 -0.653
63 C -0.196 -3.844 0.750
64 H 0.693 -4.473 0.717
65 C -0.199 -2.728 1.585
66 C 1.026 -2.362 2.367
67 Pm -0.948 0.926 0.962
68 H -1.017 4.315 0.833
69 H -1.093 5.520 2.116
70 H -1.748 3.912 2.402
71 H 1.723 0.331 3.570
72 H 1.641 1.109 5.152
73 H 3.191 0.966 4.321
74 H -4.552 -1.909 0.401
75 H -3.589 -0.441 0.268
76 H -4.031 -1.063 1.869
77 H 0.803 -2.018 3.385
78 H 1.632 -1.586 1.869
79 H 1.672 -3.246 2.461
80 H -2.428 0.488 5.370
81 C -1.088 -0.658 -2.158
82 Si -1.894 -1.148 -3.817
83 H -0.945 -1.530 -1.500
84 H -1.794 0.049 -1.685
85 C -1.492 0.130 -5.139
86 C -3.744 -1.281 -3.477
87 C -1.418 -2.828 -4.517
88 H -1.871 -2.956 -5.509
89 H -1.775 -3.639 -3.867
90 H -0.334 -2.929 -4.637
91 H -1.924 1.108 -4.879
92 H -1.921 -0.190 -6.103
93 H -0.406 0.251 -5.274
94 H -4.073 -0.508 -2.771
95 H -3.988 -2.267 -3.050
96 H -4.323 -1.169 -4.405
97 N -4.164 2.626 1.038
98 C -3.151 2.037 0.888

These are the Löwdin partial charges, in e, on atoms 1 to 6: O -0.42; O -0.23; C -0.20; C -0.04; H 0.12; H 0.12

# C34H57N3O3PtSi

A structure of composition C34H57N3O3PtSi (ωB97M-V/def2-TZVPD, OMol25).

Properties
* relative energy (zero: lowest compared OMol25 entry of this formula, charge and spin): 0.00 kcal per mole
* highest occupied orbital energy (spin up / spin down): -6.56 / -7.46 eV
* max |F|: 2.449 eV/A
* 2S+1: 3
* E_tot: -2128.4830 a.u.

Atoms and positions in Å:
1 O 0.674 1.795 0.006
2 O -1.702 1.153 -3.278
3 C 0.073 2.948 0.596
4 C 1.035 4.077 0.844
5 H -0.403 2.594 1.520
6 H -0.750 3.261 -0.060
7 H 1.974 3.726 1.280
8 H 0.577 4.776 1.551
9 H 1.239 4.624 -0.083
10 C 1.745 2.003 -0.927
11 C 1.282 2.659 -2.202
12 H 2.166 1.008 -1.118
13 H 2.538 2.588 -0.436
14 H 0.405 2.162 -2.633
15 H 2.104 2.594 -2.919
16 H 1.062 3.720 -2.055
17 C -1.851 -0.016 -4.105
18 C -2.111 2.390 -3.892
19 C -0.516 -0.676 -4.371
20 H -2.348 0.237 -5.060
21 H -2.501 -0.710 -3.547
22 H 0.160 -0.013 -4.923
23 H -0.696 -1.566 -4.982
24 H -0.031 -0.969 -3.434
25 C -1.329 2.722 -5.149
26 H -1.936 3.151 -3.119
27 H -3.196 2.364 -4.111
28 H -0.249 2.697 -4.968
29 H -1.605 3.732 -5.463
30 H -1.570 2.034 -5.967
31 H -1.136 0.832 -1.123
32 N 2.300 -0.511 2.147
33 C 2.517 -1.464 3.064
34 C 1.763 -2.631 3.167
35 C 0.769 -3.177 2.357
36 C 3.639 -1.232 4.040
37 H 3.532 -0.290 4.601
38 H 4.617 -1.246 3.541
39 H 3.638 -2.048 4.770
40 C 0.367 -4.614 2.523
41 H 0.229 -5.128 1.562
42 H -0.555 -4.710 3.110
43 H 1.163 -5.135 3.066
44 N 0.126 -2.478 1.418
45 C 3.219 0.556 1.892
46 C 3.076 1.783 2.577
47 C 1.974 2.015 3.560
48 C 4.038 2.778 2.393
49 H 3.929 3.705 2.955
50 C 5.133 2.569 1.560
51 H 5.874 3.359 1.459
52 C 5.279 1.360 0.888
53 H 6.154 1.182 0.258
54 C 4.337 0.341 1.048
55 C 4.551 -0.991 0.394
56 C -0.777 -2.993 0.442
57 C -2.119 -3.272 0.781
58 C -2.620 -2.975 2.163
59 C -2.951 -3.741 -0.239
60 H -3.989 -3.985 0.002
61 C -2.480 -3.870 -1.545
62 H -3.137 -4.255 -2.325
63 C -1.174 -3.513 -1.874
64 H -0.791 -3.597 -2.895
65 C -0.315 -3.028 -0.884
66 C 1.037 -2.478 -1.199
67 Pt 0.571 -0.613 1.002
68 H 1.800 3.094 3.682
69 H 2.228 1.617 4.557
70 H 1.037 1.541 3.241
71 H 3.657 -1.321 -0.155
72 H 4.819 -1.773 1.125
73 H 5.378 -0.922 -0.324
74 H -3.689 -2.721 2.138
75 H -2.100 -2.110 2.608
76 H -2.492 -3.835 2.837
77 H 1.851 -3.152 -0.897
78 H 1.214 -1.479 -0.662
79 H 1.132 -2.266 -2.270
80 H 2.051 -3.281 4.002
81 C -1.806 0.146 -0.542
82 Si -3.658 0.635 -0.609
83 H -1.638 -0.880 -0.892
84 H -1.507 0.197 0.524
85 C -3.851 2.504 -0.565
86 C -4.479 -0.093 0.921
87 C -4.544 -0.051 -2.117
88 H -5.631 0.006 -1.946
89 H -4.276 -1.105 -2.282
90 H -4.309 0.516 -3.032
91 H -3.599 2.896 0.430
92 H -4.900 2.752 -0.780
93 H -3.217 3.006 -1.307
94 H -3.870 0.074 1.821
95 H -4.643 -1.174 0.813
96 H -5.457 0.383 1.083
97 O -0.253 -0.418 4.811
98 C -0.484 -0.273 3.646
99 N -0.790 -0.089 2.485

These are the Löwdin partial charges, in e, on atoms 1 to 6: O -0.27; O -0.24; C -0.25; C -0.07; H 0.11; H 0.11

# C34H57N4OP2Sn

A structure of composition C34H57N4OP2Sn (ωB97M-V/def2-TZVPD, OMol25).

Properties
* total charge: +1
* relative energy (zero: lowest compared OMol25 entry of this formula, charge and spin): 16.65 kcal per mole
* highest occupied orbital energy: -8.11 eV
* max |F|: 6.662 eV/A
* 2S+1: 1
* E_tot: -2520.7162 a.u.

Atoms and positions in Å:
1 C -1.626 -1.359 1.586
2 C 0.582 -2.079 1.025
3 C -1.820 -2.451 2.431
4 C 0.288 -3.287 1.671
5 C -0.864 -3.471 2.378
6 H -2.711 -2.469 3.069
7 H 0.932 -4.145 1.578
8 H -1.057 -4.341 2.972
9 N -0.445 -1.148 0.968
10 P -2.797 0.604 -0.131
11 P 2.396 -0.120 0.069
12 C -2.782 -0.323 1.458
13 H -3.759 -0.835 1.610
14 H -2.711 0.410 2.291
15 C -0.084 2.998 -2.234
16 O -0.148 3.873 -2.969
17 C 1.912 -1.716 0.569
18 H 2.590 -2.543 0.296
19 C 3.544 0.067 -1.472
20 C 3.272 -0.096 1.767
21 C -3.667 -0.607 -1.356
22 C -3.729 2.215 0.233
23 C 2.796 0.775 -2.616
24 H 2.571 1.816 -2.359
25 H 3.464 0.788 -3.493
26 H 1.872 0.263 -2.907
27 C 4.762 0.928 -1.117
28 H 4.442 1.905 -0.736
29 H 5.429 0.453 -0.391
30 H 5.348 1.109 -2.030
31 C 3.933 -1.316 -1.955
32 H 4.665 -1.206 -2.769
33 H 4.418 -1.940 -1.196
34 H 3.048 -1.835 -2.342
35 C 3.773 1.331 2.024
36 H 2.943 2.050 1.849
37 H 4.089 1.388 3.089
38 H 4.621 1.577 1.356
39 C 2.265 -0.468 2.887
40 H 1.356 0.158 2.831
41 H 1.970 -1.530 2.842
42 H 2.756 -0.313 3.861
43 C 4.391 -1.173 1.666
44 H 4.042 -2.117 1.194
45 H 5.273 -0.798 1.110
46 H 4.663 -1.415 2.712
47 C -3.896 2.966 -1.100
48 H -4.369 3.932 -0.879
49 H -2.930 3.164 -1.587
50 H -4.546 2.430 -1.805
51 C -2.917 3.097 1.198
52 H -2.841 2.660 2.204
53 H -1.905 3.313 0.837
54 H -3.451 4.054 1.294
55 C -5.088 1.904 0.869
56 H -5.006 1.235 1.736
57 H -5.512 2.855 1.216
58 H -5.801 1.475 0.160
59 C -3.167 -2.030 -1.069
60 H -3.526 -2.417 -0.108
61 H -3.560 -2.691 -1.853
62 H -2.072 -2.100 -1.083
63 C -3.288 -0.207 -2.797
64 H -2.203 -0.313 -2.963
65 H -3.826 -0.906 -3.466
66 H -3.602 0.825 -3.045
67 C -5.189 -0.547 -1.216
68 H -5.545 -0.746 -0.198
69 H -5.607 0.402 -1.574
70 H -5.602 -1.330 -1.867
71 Sn -0.064 0.658 -0.090
72 N -0.037 -0.999 -2.043
73 C 0.413 -2.004 -2.541
74 C 0.733 -3.404 -2.889
75 C 1.760 -4.197 -2.059
76 C -0.628 -4.083 -2.617
77 C 1.140 -3.210 -4.349
78 H 2.700 -3.658 -2.024
79 H 1.409 -4.226 -1.023
80 H 1.933 -5.218 -2.441
81 H -1.484 -3.512 -3.020
82 H -0.799 -5.133 -2.955
83 H -0.750 -4.078 -1.519
84 H 1.900 -3.892 -4.741
85 H 0.288 -3.201 -5.045
86 H 1.615 -2.229 -4.487
87 N 1.001 5.503 4.391
88 C 0.802 4.505 3.514
89 C 0.250 3.274 3.919
90 C 0.065 2.269 2.982
91 N 0.384 2.424 1.666
92 C 0.934 3.606 1.272
93 C 1.146 4.675 2.146
94 H 0.758 5.394 5.380
95 H 1.406 6.391 4.117
96 H -0.039 3.099 4.960
97 H -0.359 1.307 3.282
98 H 1.210 3.698 0.218
99 H 1.555 5.608 1.775

These are the Löwdin partial charges, in e, on atoms 1 to 6: C -0.35; C -0.37; C -0.06; C -0.06; C -0.06; H 0.12